{"formula": "C23H51F6N5O21PS4", "method": "ωB97M-V with the def2-TZVPD basis set", "elements": ["C", "H", "H", "H", "O", "H", "F", "C", "N", "H", "N", "C", "C", "O", "O", "O", "H", "H", "H", "C", "C", "H", "H", "H", "C", "H", "C", "H", "H", "H", "N", "H", "H", "H", "C", "H", "H", "H", "S", "C", "O", "O", "H", "O", "H", "N", "H", "C", "C", "C", "O", "F", "O", "O", "O", "C", "H", "H", "O", "C", "H", "H", "H", "S", "C", "H", "F", "O", "N", "H", "S", "H", "C", "H", "O", "O", "C", "H", "C", "H", "O", "O", "P", "H", "H", "C", "H", "C", "H", "O", "C", "O", "H", "F", "H", "H", "H", "F", "H", "H", "H", "C", "F", "H", "H", "H", "S", "O", "O", "H", "H"], "positions_angstrom": [[-0.9552, -4.3004, -1.5443], [-1.0590, -0.9520, 3.7746], [4.2753, -3.8979, 2.1215], [-4.2333, 3.5452, -3.9365], [-2.0935, -4.8733, -2.3002], [3.9548, -5.9214, 3.6287], [-0.2805, -0.9593, -1.7824], [1.6734, 3.4502, 0.9936], [3.5893, -4.6207, 2.0108], [-0.7660, -4.1184, 0.5999], [4.6021, 1.4679, -1.6900], [-2.1788, 1.8519, 3.0659], [4.3033, 2.7945, -1.4886], [3.2267, 3.2609, -1.7749], [1.4638, -5.1167, 1.4182], [0.8394, -1.3006, 3.1420], [-2.8171, 0.9794, 3.1758], [-1.1248, 2.1188, -4.1586], [3.4459, 2.1837, 2.5179], [2.1584, 4.3451, 2.1140], [2.6899, 1.4821, 2.1996], [-3.6843, -1.0925, 0.3764], [-2.2383, 2.1401, 2.0142], [3.2478, 4.4779, 2.1437], [-4.0124, 4.5397, -3.5320], [6.2862, 2.9739, -0.6595], [2.3978, -4.3222, 1.4632], [2.6363, 0.8739, -2.1989], [3.4537, -0.1339, -1.0330], [-0.7600, -3.9240, 3.2302], [-2.6106, 4.5936, -3.1865], [-4.6728, 4.7263, -2.6861], [-2.0377, 5.2242, -3.7169], [-2.2336, 2.6629, -0.5013], [-1.1409, -4.8289, -0.1300], [3.1800, 0.6116, 1.7410], [-3.4122, 2.3785, -1.8714], [-3.8105, -2.5199, -1.8752], [1.6018, -1.8715, 4.3988], [0.9823, 2.1636, -4.4629], [-5.6636, -1.4932, 0.6024], [-7.2293, -3.4140, 0.3771], [-4.2101, -2.8851, 0.5410], [-4.4066, -5.3718, -1.6004], [1.4145, 1.4635, 0.5263], [1.9594, 1.8024, -5.3580], [-0.0432, -4.6484, -2.0109], [3.3716, 2.0743, -5.1221], [-0.5199, -1.7231, 3.2082], [3.6021, 0.4438, -1.9577], [-2.6797, -7.0377, -1.3515], [0.6187, -0.5871, 0.2757], [-2.5628, -5.0060, -0.0027], [-1.5295, 3.1438, 5.9430], [-5.8475, -2.6562, -1.4545], [-4.3442, -1.9003, 0.1036], [3.1209, -6.6166, 2.2443], [1.9243, 3.9493, 3.1050], [-2.7281, 2.9340, 3.8399], [3.9110, -5.9301, 2.5389], [3.5206, 2.3728, -4.0888], [1.2018, -2.7807, 0.7607], [-1.0014, -1.6439, 2.2352], [-1.5733, 3.6842, 4.6400], [-0.4100, 1.6527, -4.8237], [-1.1728, -3.2394, -1.5906], [-2.1723, 0.1520, -1.1781], [-0.8407, 4.0278, -1.9105], [1.8482, 2.0952, 1.1778], [-0.5822, 1.0629, 4.3574], [-6.7746, -2.2295, -0.2395], [-4.7294, -0.9806, -1.8561], [-0.4774, -3.1003, 3.8798], [3.9431, 1.1503, -5.2782], [-1.6456, 5.0425, 4.4074], [1.1440, 3.8992, 0.0185], [-4.5956, -1.9508, -1.3826], [-3.6892, 3.6942, -0.7497], [-0.7195, 1.7328, 3.5064], [3.9021, -0.2942, -2.7037], [0.8232, -3.2576, 4.3909], [1.1635, 2.8714, -3.5354], [-0.7491, -0.1468, -0.4445], [2.6958, -2.1732, 1.5422], [2.0865, 1.0104, 2.9829], [-2.9054, 3.1017, -1.2275], [2.7433, -2.9073, -0.0810], [2.2640, -2.9321, 0.9010], [5.0761, 4.1068, 0.0277], [-7.7108, -1.2622, -0.6309], [5.4274, 3.6179, -0.8752], [1.2094, -1.1280, 5.5299], [1.7064, 1.1009, -6.0281], [-1.4463, -1.5763, 0.0560], [-0.0983, 1.4225, 2.6670], [-0.4504, 0.5647, -4.7274], [-0.6225, 1.9141, -5.8648], [-1.2467, 0.5558, 0.9113], [5.4795, 1.1186, -1.3500], [-4.2240, 5.2568, -4.3194], [4.8449, -6.2869, 2.1052], [-2.0172, 3.9694, -2.1029], [-0.1575, 1.1904, -0.9945], [-0.6731, -5.7919, 0.0734], [-1.1921, -3.1100, 4.7067], [3.7664, 2.7964, -5.8403], [-3.0692, -5.6826, -1.3644], [2.9429, -2.0922, 4.0753], [-0.3797, 3.0900, 3.7828], [5.7942, 4.3604, -1.5826], [1.6984, 5.3177, 1.9866]], "forces_ev_per_a": [[-1.26, -0.39, -0.11], [0.08, -0.50, 0.46], [-0.07, 0.21, -0.05], [-0.33, 0.08, 0.04], [0.15, 0.06, -0.24], [0.16, -0.01, 0.00], [0.21, 0.16, 0.07], [0.33, -0.41, 0.46], [0.39, -0.46, 0.12], [-0.33, 0.04, 0.08], [0.13, -0.40, -0.30], [-0.22, 0.16, -0.74], [-0.31, 0.06, 0.03], [0.46, 0.06, 0.09], [0.20, -0.10, -0.06], [0.59, 0.23, -0.61], [0.19, -0.16, 0.37], [-0.09, 0.01, 0.09], [0.04, -0.03, 0.49], [0.50, -0.01, 0.62], [-0.65, -0.81, -1.11], [0.40, -0.29, 0.26], [0.10, 0.14, 0.24], [-0.08, -0.03, -0.38], [0.19, -0.68, -0.12], [-0.06, 0.14, 0.27], [-0.33, 0.23, 0.16], [0.04, 0.32, -0.21], [-0.14, 0.04, -0.09], [0.57, -0.08, -0.23], [-0.31, 0.36, 0.19], [-0.02, 0.09, 0.04], [0.32, -0.08, 0.12], [-0.21, -0.27, 0.03], [0.30, -0.28, 0.20], [0.24, 0.27, -0.02], [0.14, -0.27, 0.31], [-0.25, -0.13, -0.25], [-1.96, -0.30, -0.57], [-1.05, -0.79, -1.48], [0.04, 0.03, 0.15], [-0.13, -0.67, 0.53], [0.86, -0.01, -0.13], [-1.56, 0.92, -0.31], [0.02, 0.29, -0.36], [0.38, -0.12, 0.01], [0.13, 0.27, -0.09], [-0.09, -0.78, -0.39], [-0.86, 1.06, 0.00], [-0.13, -0.36, 0.96], [0.42, -1.16, -0.07], [0.28, 0.27, 0.27], [-0.52, 0.33, -0.06], [0.07, -0.13, 0.99], [-0.02, -0.08, -0.24], [-1.20, 0.76, 0.09], [-0.04, 0.05, -0.01], [-0.25, 0.02, -0.11], [-0.06, 0.21, 0.28], [-0.27, -0.04, -0.11], [-0.12, 0.36, -0.05], [-0.01, 0.39, -0.04], [0.60, -0.54, -0.30], [-0.13, -2.65, -0.61], [0.44, -0.21, -0.30], [0.72, 0.18, -0.01], [-0.04, 0.23, 0.28], [0.79, 0.59, 0.09], [0.37, -0.07, 0.60], [0.12, 0.36, 0.23], [0.75, -0.40, -0.14], [0.24, 0.15, 0.19], [-1.68, 0.27, 0.32], [-0.06, 0.07, 0.06], [-0.16, 2.93, -0.26], [-0.49, 0.31, -0.31], [0.33, -0.41, 0.05], [0.07, 0.02, 0.11], [-0.21, -0.64, -0.93], [0.15, 0.37, -0.28], [1.02, -0.49, 0.21], [0.66, 1.12, 1.44], [-1.09, -1.67, -1.74], [0.02, 0.12, 0.01], [0.23, 0.58, 0.47], [-0.26, 0.67, -0.60], [0.00, 0.10, 0.03], [-0.08, -0.56, -0.29], [-0.05, 0.05, 0.02], [-1.09, 1.12, -0.51], [0.46, -0.60, -0.39], [0.05, 0.46, 0.94], [0.10, -0.06, -0.11], [0.31, 0.03, 0.54], [-0.03, 0.01, 0.19], [-0.10, 0.05, 0.06], [-0.13, -0.04, 0.08], [-0.16, -0.08, 0.14], [0.07, 0.16, 0.09], [0.00, 0.14, 0.03], [0.09, 0.00, 0.18], [-0.75, -0.39, -0.30], [0.51, 0.46, 0.06], [0.15, 0.08, -0.24], [0.09, -0.02, 0.05], [-0.04, 0.25, 0.27], [1.83, 0.01, 0.84], [1.50, -0.17, -0.22], [0.26, 0.11, 0.50], [-0.30, 0.15, -0.01], [-0.05, 0.06, -0.03]], "total_charge": -1, "homo_ev": -6.577, "e_lumo_ev": 1.931, "homo_lumo_gap_ev": 8.5082}

***

{"formula": "C23H51KN4NbOP", "method": "ωB97M-V with the def2-TZVPD basis set", "elements": ["C", "H", "H", "C", "C", "H", "H", "N", "H", "H", "P", "C", "N", "H", "H", "H", "C", "C", "H", "H", "C", "H", "H", "C", "H", "C", "H", "H", "C", "H", "H", "C", "H", "K", "H", "H", "H", "C", "H", "H", "C", "H", "H", "H", "H", "H", "H", "H", "Nb", "H", "H", "C", "H", "O", "H", "H", "H", "H", "H", "H", "H", "C", "C", "N", "C", "C", "N", "C", "H", "C", "H", "C", "H", "C", "H", "H", "C", "H", "H", "H", "H", "H"], "positions_angstrom": [[1.2168, 1.1631, 3.1824], [-2.0770, 1.5771, 3.4275], [-2.5806, 1.6452, -3.1075], [-1.3995, -0.5008, 3.0601], [-0.1997, -2.1325, -3.1966], [-2.2132, -1.0884, 4.9629], [-0.4159, 1.9833, 4.4432], [0.3991, -1.1474, -2.2477], [2.4374, -1.0987, -2.9216], [-0.8168, 4.8938, -2.1267], [0.2591, -0.1782, 2.2717], [0.6346, -2.6327, 0.9630], [-0.0096, 0.3511, 0.7211], [0.3743, -3.0553, 3.6242], [-1.6943, -2.8542, -1.7771], [2.0400, -3.3998, 3.1833], [-3.2464, -0.7698, -1.1496], [-2.3077, 2.7070, -3.2239], [1.6167, 1.6279, -1.0526], [-0.2925, 1.3065, -4.5699], [2.2760, 1.7819, 2.2468], [-2.1678, -1.5842, 1.3101], [-0.7738, -0.6426, -4.6672], [-2.3597, 0.6862, 2.8587], [1.6951, -2.0203, 4.2218], [0.2734, 2.2914, 3.6403], [-2.6797, 3.0388, -4.2096], [0.3460, -3.4053, -4.8467], [1.2224, 2.4548, -1.7071], [-2.0572, -0.9961, -3.4695], [0.4272, -2.0936, 0.0310], [-1.2452, -1.4336, -4.0638], [-3.3438, 0.3779, 3.2494], [-1.3506, 3.4511, 0.1069], [3.2801, -0.9391, 2.4250], [-1.6960, -2.1681, -4.7516], [1.2194, 0.0780, 5.1169], [1.3260, -2.5805, 3.3562], [0.8910, 3.1020, 4.0565], [-0.5530, -1.6506, 4.7574], [-2.0577, -1.7187, 2.3950], [2.6873, -0.6791, 0.7587], [-0.2909, -3.1280, 1.2645], [-0.1541, -3.7532, -1.7465], [1.4418, 3.4109, -1.1801], [2.3976, 1.3967, 4.9678], [-2.8563, 3.2947, -2.4664], [2.7209, -0.1435, 4.1659], [-0.2941, 0.3911, -1.1325], [3.1162, 1.1017, 2.0462], [-1.3082, -3.9887, -3.0864], [1.2525, -1.7447, 2.0584], [1.3568, -3.4245, 0.7120], [-4.1917, -1.4349, -0.9167], [-0.5816, 2.8999, -5.3179], [-2.4930, 0.9511, 1.7978], [-1.5419, -2.6594, 2.6077], [1.3897, -1.9908, -4.6764], [-0.8819, 0.0516, 5.1541], [-3.0697, -1.8280, 2.8119], [2.2054, -0.4726, -1.2894], [-0.8786, -3.2436, -2.3983], [-0.1335, 2.3872, -4.4466], [-2.2664, -0.0541, -1.2910], [-1.2280, -0.8055, 4.5651], [-0.7993, 2.9333, -3.1813], [-0.2361, 2.2546, -1.9633], [-0.4888, 4.4334, -3.0763], [1.7778, 2.4425, -2.6592], [0.8483, -2.7583, -4.1161], [2.1271, -2.2294, -1.5684], [1.9180, 0.5641, 4.4224], [-0.9906, 4.9702, -3.8946], [1.8581, -1.2499, -1.9988], [-0.3077, 2.7292, 2.8093], [0.9474, 2.6019, -4.4533], [2.6745, -1.3674, 1.6149], [3.1858, -2.2878, 1.2925], [1.5589, -3.3849, -3.5650], [2.6894, 2.6729, 2.7512], [1.8474, 2.1085, 1.2875], [0.5942, 4.6063, -3.1865]], "forces_ev_per_a": [[0.04, -0.36, 0.00], [-0.09, -0.27, -0.23], [0.17, 0.43, -0.08], [0.12, -0.08, 0.16], [-0.42, -0.16, -0.14], [0.21, 0.08, -0.10], [0.30, 0.13, -0.43], [0.37, 1.81, 0.87], [-0.21, 0.00, 0.29], [0.02, -0.16, -0.32], [0.01, 0.22, -1.10], [-0.05, -0.17, -0.38], [-0.03, 0.55, -0.70], [0.22, 0.18, -0.18], [0.15, -0.06, -0.07], [-0.16, 0.20, 0.01], [-0.94, -0.49, 1.15], [-0.31, -0.13, -0.31], [0.14, 0.50, -0.24], [0.04, 0.38, 0.13], [0.26, 0.13, 0.04], [0.11, -0.11, 0.23], [-0.20, -0.30, 0.13], [-0.29, 0.19, 0.24], [-0.11, -0.14, -0.23], [-0.02, 0.20, 0.25], [0.08, -0.10, 0.48], [0.08, 0.18, 0.23], [-0.50, 0.42, -0.37], [0.29, -0.13, -0.24], [0.08, -0.13, 0.32], [-0.14, 0.07, -0.36], [0.30, 0.08, -0.21], [-0.35, 0.37, 0.51], [-0.23, -0.15, -0.30], [0.17, 0.31, 0.23], [0.27, 0.17, -0.24], [0.29, -0.27, 0.08], [-0.11, -0.25, -0.13], [-0.28, 0.36, -0.09], [-0.30, -0.19, -0.06], [-0.04, -0.16, 0.28], [0.30, 0.11, -0.04], [-0.20, 0.07, -0.15], [0.00, -0.61, -0.12], [-0.19, -0.30, -0.17], [0.21, -0.18, -0.16], [-0.39, 0.31, 0.07], [-1.51, -2.15, -0.67], [-0.38, 0.33, 0.05], [0.16, 0.23, 0.26], [-0.11, -0.28, 0.47], [-0.14, 0.20, 0.19], [1.75, 1.20, -0.82], [0.32, -0.27, 0.30], [0.09, -0.19, 0.23], [-0.10, 0.28, -0.05], [0.00, -0.12, 0.01], [-0.12, -0.16, -0.21], [0.24, 0.11, -0.10], [-0.17, -0.18, -0.10], [-0.02, -0.32, 0.17], [-0.13, 0.19, -0.41], [0.49, -0.10, 0.16], [-0.15, -0.03, 0.23], [0.38, -0.05, 0.35], [0.66, -1.02, 0.53], [0.19, 0.15, -0.26], [0.03, -0.11, 0.54], [0.14, -0.02, -0.07], [-0.03, 0.36, -0.05], [0.26, 0.28, 0.27], [0.15, -0.10, 0.30], [-0.16, -0.33, -0.10], [0.18, -0.23, 0.26], [-0.41, -0.13, -0.13], [0.41, -0.09, -0.07], [-0.16, 0.24, 0.12], [-0.07, 0.15, -0.13], [-0.13, -0.34, -0.18], [0.08, -0.11, 0.27], [-0.39, 0.06, 0.08]], "total_charge": 2, "homo_ev": -14.361, "e_lumo_ev": -6.692, "de_lowest_ev": 0.080, "homo_lumo_gap_ev": 7.6695}